[1]
Molecular formula: C37H41FeIN2OPS
Method: DFT, wB97M-V/def2-TZVPD

Computed properties:
Expectation value of S²: 6.0170
Relative energy (zero: lowest compared OMol25 entry of this formula, charge and spin), kJ/mol: 0.0
HOMO-LUMO gap (alpha / beta), eV: 6.4288 / 6.5763
Net charge: -1
HOMO level (alpha / beta), Eh: -0.142 / -0.148
E_tot, hartree: -3920.31189
Spin multiplicity: 5

```
85
Properties=species:S:1:pos:R:3:forces:R:3
Fe -0.320039 -0.917271 0.658652 0.0014 0.1062 -0.0732
I -1.339822 0.921405 2.935557 0.0466 0.0160 0.0417
C -3.187902 -0.038708 2.872134 -0.0087 -0.0319 0.0005
C -4.185633 0.468103 3.655574 -0.0109 -0.0031 -0.0093
C -5.465133 -0.125484 3.633026 0.0111 0.0045 -0.0085
C -5.691424 -1.199367 2.826667 -0.0022 0.0042 0.0026
C -4.661627 -1.737216 2.013223 -0.0198 -0.0339 -0.0007
C -4.929485 -2.853330 1.187568 0.0109 0.0044 0.0001
C -3.932444 -3.369960 0.413850 -0.0146 0.0129 0.0021
C -2.648019 -2.786384 0.424795 0.0180 -0.0093 -0.0162
C -2.297942 -1.682108 1.182590 -0.0320 -0.0192 0.0106
C -3.352952 -1.164496 2.009721 0.0332 0.0249 0.0020
H -3.998517 1.325936 4.287359 0.0002 0.0025 -0.0018
H -6.255387 0.280690 4.252491 0.0013 0.0000 0.0016
H -6.669943 -1.666491 2.792212 0.0014 -0.0016 0.0000
H -5.926065 -3.281512 1.189902 -0.0003 0.0000 0.0041
H -4.125243 -4.231003 -0.217917 0.0039 -0.0008 -0.0008
H -1.899010 -3.246150 -0.212263 -0.0091 0.0007 0.0075
O 0.961693 -1.549688 2.226406 0.0206 -0.0030 -0.0108
N 1.957460 -2.369821 1.958055 -0.0235 0.0010 -0.0376
C 2.939839 -2.455440 2.880223 0.0161 0.0071 0.0133
C 4.020045 -3.278590 2.716611 -0.0149 -0.0086 -0.0126
C 4.099901 -4.040033 1.548721 0.0171 0.0014 0.0101
C 3.101686 -3.937891 0.614946 -0.0038 -0.0031 -0.0102
C 1.993807 -3.087736 0.794209 0.0029 0.0415 0.0063
S 0.746933 -2.930591 -0.362917 -0.0093 -0.0173 0.0509
H 2.779832 -1.814752 3.733489 -0.0008 0.0006 -0.0025
H 4.782328 -3.312450 3.481300 0.0019 0.0027 0.0008
H 4.941771 -4.698492 1.376761 0.0003 -0.0005 -0.0023
H 3.131689 -4.501539 -0.306536 0.0000 -0.0032 0.0021
C -3.351680 2.116473 -0.066360 -0.0006 -0.0015 0.0017
C -3.182573 1.236000 -1.300697 -0.0084 0.0119 0.0182
C -4.297123 0.190848 -1.368917 -0.0066 -0.0168 -0.0022
P -1.521312 0.409543 -1.335762 0.0434 0.0069 -0.0014
C -1.558065 -0.359492 -3.038287 -0.0059 -0.0215 0.0034
C -0.169249 -0.877835 -3.394444 0.0076 -0.0070 0.0007
C -2.090820 0.510528 -4.173173 -0.0081 0.0004 -0.0097
C -0.350527 1.786811 -1.473572 0.0102 -0.0040 0.0216
C -0.598738 2.929800 -2.232534 -0.0139 -0.0090 -0.0001
C 0.319103 3.955945 -2.386077 0.0075 0.0054 0.0124
C 0.011886 5.186004 -3.198312 -0.0010 0.0040 -0.0049
C 1.545883 3.794070 -1.739249 -0.0045 0.0063 -0.0083
C 1.824967 2.692775 -0.960874 -0.0214 -0.0158 0.0036
C 0.879959 1.646916 -0.766839 0.0075 -0.0076 0.0110
N 1.120743 0.581545 0.047860 0.0173 0.0042 -0.0080
C 2.469388 0.419376 0.468053 0.0067 0.0136 0.0287
C 3.410937 -0.178949 -0.388603 -0.0016 -0.0133 0.0062
C 3.042327 -0.523694 -1.800757 0.0042 0.0121 -0.0185
C 4.704805 -0.422730 0.059099 0.0007 -0.0271 -0.0085
C 5.125804 -0.058722 1.329525 0.0010 0.0099 0.0124
C 6.510181 -0.388978 1.817751 -0.0110 -0.0180 0.0066
C 4.214595 0.602947 2.138386 0.0213 0.0076 -0.0190
C 2.909488 0.855724 1.727274 -0.0041 -0.0022 -0.0415
C 2.002944 1.618764 2.646234 -0.0379 -0.0273 0.0197
H -4.267795 2.707979 -0.155721 -0.0019 -0.0028 0.0010
H -2.512569 2.800846 0.065774 0.0038 -0.0005 -0.0023
H -3.439984 1.506953 0.832295 -0.0001 0.0046 -0.0048
H -3.251725 1.877397 -2.183908 0.0025 0.0070 0.0042
H -4.216045 -0.519131 -0.543155 -0.0015 0.0003 -0.0091
H -4.276828 -0.377822 -2.300726 0.0041 0.0040 0.0046
H -5.272893 0.680032 -1.297522 -0.0017 0.0013 -0.0025
H -2.221545 -1.223187 -2.911995 0.0039 0.0025 -0.0058
H 0.541088 -0.050157 -3.458737 0.0068 0.0012 0.0000
H -0.190858 -1.382423 -4.364849 0.0005 0.0004 0.0019
H 0.200601 -1.583136 -2.651708 0.0099 -0.0016 0.0156
H -1.454848 1.386046 -4.318693 0.0002 -0.0023 -0.0028
H -3.113895 0.850674 -4.007320 0.0085 -0.0043 -0.0040
H -2.081042 -0.059533 -5.107120 -0.0018 -0.0007 -0.0001
H -1.558415 3.027052 -2.731329 -0.0041 -0.0013 0.0025
H -0.926484 5.066989 -3.742810 0.0001 0.0003 0.0009
H 0.795725 5.391963 -3.931837 0.0000 -0.0005 -0.0003
H -0.084742 6.076410 -2.570222 -0.0002 0.0000 0.0008
H 2.304931 4.565242 -1.841459 0.0021 -0.0008 0.0024
H 2.786843 2.622597 -0.468655 0.0041 0.0077 -0.0013
H 2.124826 -1.104173 -1.824154 -0.0261 -0.0213 -0.0058
H 3.837068 -1.099952 -2.277819 0.0058 0.0118 -0.0004
H 2.874845 0.385295 -2.386720 -0.0122 -0.0123 0.0050
H 5.403585 -0.912181 -0.613960 0.0002 0.0036 -0.0002
H 7.235705 -0.370785 1.002801 -0.0032 0.0012 -0.0035
H 6.536862 -1.390728 2.257238 0.0076 -0.0033 0.0028
H 6.839811 0.315526 2.583183 -0.0021 0.0014 0.0006
H 4.527268 0.948043 3.120924 -0.0049 -0.0052 0.0029
H 2.579508 2.296490 3.279123 -0.0061 -0.0082 -0.0052
H 1.462505 0.924285 3.293137 -0.0159 0.0071 0.0107
H 1.275173 2.200087 2.079811 -0.0181 0.0039 -0.0019
```
Forces are in eV/Å.

In the Mulliken picture, each atom carries the following charge in e:
1. Fe -0.506
2. I 0.134
3. C 0.081
4. C -0.577
5. C -0.571
6. C -0.924
7. C 1.134
8. C -0.853
9. C -1.202
10. C 0.404
11. C -0.366
12. C 1.249
13. H 0.377
14. H 0.365
15. H 0.330
16. H 0.318
17. H 0.374
18. H 0.181
19. O -0.692
20. N 0.477
21. C -0.125
22. C -0.960
23. C -0.213
24. C -0.923
25. C 0.733
26. S -0.490
27. H 0.424
28. H 0.471
29. H 0.361
30. H 0.420
31. C -1.502
32. C 0.459
33. C -1.654
34. P 1.756
35. C 0.278
36. C -1.390
37. C -1.737
38. C -0.199
39. C -0.055
40. C 0.196
41. C -1.724
42. C -1.115
43. C -0.294
44. C -0.638
45. N 1.521
46. C -1.569
47. C 1.490
48. C -1.315
49. C -0.767
50. C 0.786
51. C -1.561
52. C -0.846
53. C 1.342
54. C -1.793
55. H 0.526
56. H 0.236
57. H 0.064
58. H 0.711
59. H 0.168
60. H 0.306
61. H 0.502
62. H 0.589
63. H 0.149
64. H 0.596
65. H -0.012
66. H 0.290
67. H 0.303
68. H 0.517
69. H 0.146
70. H 0.340
71. H 0.358
72. H 0.308
73. H 0.353
74. H 0.433
75. H -0.169
76. H 0.408
77. H 0.313
78. H 0.307
79. H 0.383
80. H 0.202
81. H 0.395
82. H 0.349
83. H 0.390
84. H 0.218
85. H 0.223


[2]
Molecular formula: C9H9N3O2
Method: DFT, wB97M-V/def2-TZVPD

Computed properties:
Relative energy (zero: lowest compared OMol25 entry of this formula, charge and spin), kJ/mol: 549.2
HOMO-LUMO gap, eV: 8.6316
HOMO level, Eh: -0.301
E_tot, hartree: -662.96007

```
23
Properties=species:S:1:pos:R:3:forces:R:3
C 1.282269 1.422728 0.085800 1.2270 -1.0647 -3.0290
C 1.961232 0.808215 -1.131612 -0.1944 0.8584 0.0554
C 2.237378 -0.490501 -1.148882 0.9143 0.6032 -1.5465
C 1.498431 -0.717146 1.160343 0.7745 0.0664 -0.4000
C -1.299841 1.050852 0.699550 2.4059 -0.9624 0.5550
C -2.525399 0.628478 0.865708 -4.2649 -1.7218 -2.0488
C -3.004567 -0.391621 -0.084728 -3.3831 2.5998 2.2052
C -2.082407 -1.024178 -0.792008 1.4547 -3.1602 -1.7200
C -0.703224 -0.671875 -0.780482 -1.1782 0.4313 0.4240
H 0.874522 0.901529 2.030672 -0.0860 0.5980 1.0913
H 2.114616 1.483535 -1.987296 0.0859 -0.4171 0.6789
H 2.795570 -0.935188 -2.081392 -1.3539 0.3258 2.3035
H 2.407197 -2.192830 0.095296 -2.3692 3.1603 -0.3576
H -0.943554 1.821191 1.341592 0.5127 0.8210 -0.0122
H -3.241916 1.125646 1.511950 0.1784 0.0362 -0.0985
H -4.192129 -0.463608 -0.273857 3.0624 -0.4226 0.7411
H -2.333017 -1.955657 -1.338159 -0.0946 0.9338 -0.1182
H 0.029036 -1.245324 -1.462997 -1.3504 1.4949 1.3014
N 1.128327 0.548651 1.147510 5.3502 1.3990 4.4451
N 1.805950 -1.230756 -0.050971 4.2947 -5.2272 -1.7569
N -0.367343 0.366688 -0.014835 -5.3520 -0.3498 -6.3939
O 1.050637 2.594948 0.099128 -0.3390 1.3452 1.0795
O 1.508240 -1.433784 2.109664 -0.2951 -1.3474 2.6013
```
Forces are in eV/Å.

In the Mulliken picture, each atom carries the following charge in e:
1. C 1.016
2. C -0.603
3. C -0.287
4. C 0.334
5. C -0.458
6. C -0.515
7. C -0.150
8. C -0.746
9. C 0.470
10. H 0.220
11. H 0.390
12. H 0.284
13. H 0.336
14. H 0.340
15. H 0.374
16. H 0.259
17. H 0.285
18. H 0.231
19. N -0.159
20. N -0.156
21. N -0.142
22. O -0.639
23. O -0.685


[3]
Molecular formula: C5H6O2
Method: DFT, wB97M-V/def2-TZVPD

Computed properties:
Relative energy (zero: lowest compared OMol25 entry of this formula, charge and spin), kJ/mol: 230.6
HOMO-LUMO gap, eV: 10.8401
SMILES string: C#C[C@H](C=O)CO
HOMO level, Eh: -0.370
E_tot, hartree: -344.51409

```
13
Properties=species:S:1:pos:R:3:forces:R:3
O -2.289561 -0.286808 0.119677 -0.0717 0.2027 0.1027
C -0.990725 -0.810534 0.122777 0.2394 -0.2119 -0.0049
C 0.033077 0.125370 -0.549717 -0.0151 -0.0508 0.0426
C 0.045444 1.523432 0.055763 -0.2610 0.2003 0.3297
O -0.707011 1.891629 0.927009 0.3491 -0.1960 -0.3947
C 1.380340 -0.420208 -0.364712 0.5014 -0.2405 0.1791
C 2.443851 -0.873821 -0.028901 -0.4177 0.1795 -0.1568
H -2.263109 0.485083 0.704457 -0.1142 -0.0660 -0.1419
H -0.631176 -1.037251 1.137040 -0.1070 0.0726 -0.1156
H -1.014148 -1.750417 -0.436453 0.0175 0.1117 0.0973
H -0.211376 0.239141 -1.616520 0.0975 -0.0191 0.1364
H 0.825020 2.199136 -0.350034 -0.1121 -0.0498 0.0535
H 3.379368 -1.284756 0.279608 -0.1062 0.0673 -0.1275
```
Forces are in eV/Å.

In the Mulliken picture, each atom carries the following charge in e:
1. O -0.536
2. C -0.766
3. C 0.433
4. C -0.043
5. O -0.501
6. C -0.914
7. C 0.227
8. H 0.354
9. H 0.336
10. H 0.379
11. H 0.268
12. H 0.339
13. H 0.423